# 1
15
Properties=species:S:1:pos:R:3:forces:R:3:nbo_charge:R:1 method="wB97M-V/def2-TZVPD" lumo_ev=0.57 smiles="C=C(O)CC(C)=O" relative_energy_kj_mol=96.1 homo_lumo_gap_ev=9.62 total_charge=0
C -1.1296 1.0939 1.2952 0.28 0.82 0.44 -0.730
C -1.2071 0.0423 0.2411 -0.88 -0.23 0.18 0.598
C -0.1850 0.0046 -0.8690 0.14 0.11 -0.04 -0.566
C 1.1347 -0.3188 -0.2384 0.39 -0.69 -0.35 0.304
O 1.8697 0.6988 0.3085 -0.31 0.24 -0.12 -0.676
C 1.5845 -1.5580 -0.1264 0.37 -0.31 -0.03 -0.481
O -2.0826 -0.7833 0.2596 -0.36 -0.40 -0.03 -0.529
H -1.1723 2.0719 0.8147 0.05 0.16 -0.05 0.222
H -0.1840 1.0621 1.8302 0.26 -0.08 -0.07 0.246
H -1.9173 1.0654 2.0501 -0.10 -0.39 -0.39 0.243
H -0.4943 -0.7842 -1.5630 0.16 0.21 0.20 0.258
H -0.1616 0.9572 -1.4046 0.06 0.09 -0.01 0.217
H 1.5766 1.5119 -0.1110 0.11 0.25 0.13 0.472
H 1.1006 -2.4160 -0.5716 -0.26 0.20 0.12 0.212
H 2.5206 -1.7354 0.3812 0.10 0.01 0.03 0.211

=====

# 2
55
Properties=species:S:1:pos:R:3:forces:R:3:nbo_charge:R:1 method="wB97M-V/def2-TZVPD" lumo_ev=-0.03 smiles="ClC(Cl)Cl.O=C1OCCO1.O=C1OCCO1.O=C1OCCO1.O=C1OCCO1.O=C1OCCO1" relative_energy_kj_mol=223.3 homo_lumo_gap_ev=10.98 total_charge=0
C 0.4294 -0.9108 -0.8872 -0.62 0.22 -0.22 -0.277
Cl -0.3116 0.5906 -0.1879 0.57 -0.86 -0.32 -0.006
Cl 2.1387 -1.0764 -0.5540 -0.08 0.09 0.51 0.041
Cl 0.2296 -0.9593 -2.6369 -0.26 0.25 -0.39 0.004
H -0.1500 -1.7676 -0.5434 0.36 0.28 0.44 0.239
C -2.2534 -3.4246 -7.5787 0.75 -0.97 2.10 -0.105
C -1.9001 -4.8721 -7.9903 0.82 1.68 0.65 -0.082
O -2.6856 -5.0048 -9.1110 -1.21 -0.75 -2.32 -0.497
C -3.5334 -3.9380 -9.3221 -1.73 -1.34 -1.76 0.972
O -4.3265 -3.8346 -10.2421 2.12 -0.32 2.04 -0.566
O -3.4323 -3.1237 -8.2887 0.36 1.26 0.39 -0.471
H -1.4474 -2.6964 -7.6691 -0.26 0.12 -0.61 0.190
H -2.4516 -3.5362 -6.5127 -0.45 0.79 0.04 0.190
H -2.1298 -5.5453 -7.1644 -0.35 -0.36 -0.40 0.180
H -0.8432 -4.9711 -8.2376 -0.05 -0.12 -0.13 0.189
C 1.2614 5.6261 4.3257 -1.33 2.98 0.55 -0.094
C 1.0154 4.2190 4.3215 -3.83 -2.45 2.61 -0.106
O 1.7916 3.6351 3.3974 0.95 -1.75 -2.02 -0.461
C 2.6919 4.5135 3.0330 1.65 0.55 -1.59 0.961
O 3.5497 4.3062 2.2256 -0.17 0.41 0.63 -0.578
O 2.4468 5.6837 3.6639 3.49 0.81 -0.90 -0.478
H 1.2503 5.9805 5.3565 0.64 0.33 -0.03 0.194
H 0.6136 6.3066 3.7731 -0.73 -0.39 -0.03 0.181
H -0.0211 3.9999 4.0652 -0.14 -0.29 0.54 0.199
H 1.3168 3.8081 5.2850 -0.51 -0.22 0.26 0.181
C -3.8118 3.3659 -4.7091 0.91 -0.26 0.99 -0.097
C -3.6520 1.9367 -5.2034 0.67 0.22 0.26 -0.098
O -4.7037 1.8086 -6.1413 -0.18 0.24 -0.24 -0.486
C -5.5294 2.8907 -6.0219 -0.76 -0.61 -0.79 0.964
O -6.4851 3.0924 -6.6999 0.22 -0.21 0.15 -0.562
O -5.1273 3.6726 -5.0223 -0.94 0.79 -0.05 -0.481
H -3.1528 4.0744 -5.2109 0.14 -0.01 0.13 0.183
H -3.7201 3.4047 -3.6236 0.32 0.29 -0.10 0.198
H -3.7508 1.2270 -4.3820 -0.19 -0.18 -0.17 0.185
H -2.6766 1.8136 -5.6742 -0.18 -0.26 -0.17 0.194
C -2.1591 -4.1302 5.8184 0.25 0.61 0.72 -0.107
C -1.1205 -3.1239 5.3327 -0.78 -0.16 1.83 -0.093
O -1.4464 -3.0844 3.9892 1.31 1.83 -1.89 -0.481
C -2.0418 -4.1962 3.6005 0.52 -2.00 -4.50 0.964
O -2.1028 -4.6597 2.4604 0.10 1.95 2.20 -0.598
O -2.4914 -4.8615 4.6066 -0.72 -0.95 3.64 -0.460
H -3.0125 -3.5833 6.2193 -0.37 -0.39 -0.31 0.189
H -1.7113 -4.6947 6.6363 -0.43 -0.80 -0.46 0.204
H -0.1135 -3.4326 5.6134 0.27 -0.21 -0.88 0.185
H -1.2634 -2.1596 5.8204 -0.13 0.14 -0.36 0.198
C 7.3752 1.3021 4.5539 -0.45 0.47 0.20 -0.095
C 6.3815 0.1979 4.2656 1.34 -0.61 -0.80 -0.106
O 5.8907 -0.1957 5.5626 -0.50 -0.62 -1.00 -0.475
C 6.1561 0.7432 6.4503 0.13 1.86 2.78 0.973
O 5.8065 0.7790 7.6379 1.10 -0.19 -4.00 -0.584
O 6.9111 1.7373 5.8223 -0.41 -0.07 1.59 -0.503
H 7.2919 2.1114 3.8286 -0.10 0.09 0.17 0.202
H 8.4308 1.0358 4.6080 -0.08 -0.39 0.17 0.185
H 6.9279 -0.6259 3.8066 -0.41 -0.35 0.21 0.200
H 5.6514 0.5461 3.5350 -0.67 -0.18 0.67 0.202

=====

# 3
38
Properties=species:S:1:pos:R:3:forces:R:3:nbo_charge:R:1 method="wB97M-V/def2-TZVPD" lumo_ev=0.41 relative_energy_kj_mol=22.7 homo_lumo_gap_ev=8.17 total_charge=0
Pd 0.0074 0.6447 0.2620 -0.07 0.52 -0.13 0.486
I 1.5146 -1.3363 -1.0145 0.06 -0.12 -0.03 0.077
C 2.0369 0.4133 0.1246 -0.04 0.12 -0.20 -0.788
H 2.6694 1.0177 -0.5196 0.04 -0.02 0.04 0.188
H 2.5678 0.0690 1.0083 -0.05 0.04 0.03 0.202
C -0.0811 -0.5022 4.7125 0.06 0.00 -0.04 -0.705
C -0.3601 0.0366 3.3345 -0.32 0.31 0.17 0.693
N -1.3006 0.9989 3.2206 0.11 -0.04 0.19 -0.818
O 0.2493 -0.3794 2.3573 0.23 -0.29 -0.07 -0.655
H -0.6325 0.0168 5.4939 0.00 0.01 -0.01 0.212
H 0.9875 -0.4276 4.9060 0.00 -0.01 0.01 0.244
H -0.3471 -1.5586 4.7234 0.00 -0.01 0.01 0.247
H -1.8923 1.2280 3.9988 -0.01 -0.04 0.01 0.395
H -1.6448 1.1718 2.2819 -0.02 0.07 -0.06 0.432
C 0.5168 4.4995 -1.6449 0.00 -0.18 -0.11 -0.985
Sb 0.0332 3.1879 -0.0386 0.03 -0.45 0.33 1.229
C 1.4174 3.9939 1.3796 -0.20 0.03 0.07 -0.997
C -1.7899 4.1402 0.5487 0.12 0.04 0.12 -0.998
H 0.4926 5.5208 -1.2685 -0.01 0.00 0.02 0.229
H -0.2136 4.3863 -2.4430 0.01 0.01 -0.04 0.235
H 1.5086 4.2749 -2.0308 0.01 0.00 -0.02 0.236
H 1.1253 5.0009 1.6771 0.02 0.01 0.00 0.224
H 2.4249 4.0187 0.9664 -0.04 -0.05 -0.09 0.234
H 1.4156 3.3378 2.2485 0.01 0.04 0.03 0.236
H -1.5616 4.9215 1.2736 -0.05 0.03 -0.02 0.227
H -2.4594 3.4047 0.9874 0.01 -0.02 0.03 0.242
H -2.2847 4.5809 -0.3150 0.05 0.01 -0.04 0.234
C -4.8196 -0.2303 -0.0442 -0.01 0.00 0.00 -0.237
C -4.2770 0.8092 -0.7855 0.02 0.00 0.00 -0.226
C -2.9253 1.1162 -0.6733 -0.07 -0.02 0.01 -0.254
C -2.0633 0.4140 0.1799 0.17 0.05 -0.20 -0.374
C -2.6418 -0.6410 0.8983 -0.09 -0.03 -0.03 -0.212
C -3.9915 -0.9616 0.7944 0.04 0.00 0.00 -0.242
H -5.8710 -0.4750 -0.1282 0.00 0.00 0.00 0.206
H -4.9043 1.3793 -1.4611 -0.01 0.00 0.00 0.204
H -2.5437 1.9202 -1.2975 0.03 0.00 0.05 0.185
H -2.0182 -1.2469 1.5505 -0.02 0.01 -0.04 0.192
H -4.3915 -1.7937 1.3621 -0.02 0.00 0.01 0.203

=====

# 4
102
Properties=species:S:1:pos:R:3:forces:R:3:lowdin_charge:R:1 method="wB97M-V/def2-TZVPD" lumo_ev=-1.74 relative_energy_kj_mol=478.3 homo_lumo_gap_ev=7.53 total_charge=0
O -3.9471 9.6700 27.3758 -0.53 -0.20 0.09 -0.042
H -3.1242 9.1825 27.3383 0.78 -0.82 -0.16 0.009
H -3.7464 10.4388 27.9096 -0.01 0.52 0.13 -0.001
O -4.7384 7.2058 28.6155 -0.73 -0.87 -0.61 -0.060
H -4.6748 7.8581 27.9178 0.02 0.40 -0.36 0.031
H -4.0244 7.4246 29.2143 0.19 0.50 0.83 -0.008
O -6.0586 12.3417 25.4200 0.24 -0.20 -0.44 -0.025
H -5.9307 13.0053 26.0979 0.07 0.03 0.39 -0.012
H -6.8720 12.5970 24.9848 -0.38 -0.06 -0.21 0.043
O 0.8925 10.1183 26.2943 0.12 0.17 0.88 -0.053
H 1.0671 9.4749 25.6075 -0.05 -0.38 -0.57 -0.001
H -0.0143 10.3868 26.1467 -0.16 0.08 -0.28 -0.011
O -2.9617 14.9363 26.2954 0.32 -0.57 0.30 -0.019
H -3.1934 14.9785 27.2232 0.22 0.36 0.24 0.026
H -3.7902 15.0696 25.8348 -0.61 0.32 -0.66 -0.002
O 0.5495 8.1729 24.0246 0.48 0.10 0.28 -0.044
H 0.8311 7.9476 23.1380 0.07 0.05 -0.27 0.051
H -0.3663 7.8969 24.0630 -0.39 0.04 0.02 -0.006
O -4.3822 8.6590 19.1452 0.44 0.20 -0.78 -0.070
H -4.8020 7.8240 19.3522 -0.13 -0.40 -0.06 -0.004
H -4.4712 9.1771 19.9451 -0.30 0.03 0.02 -0.049
O -0.5805 11.7102 23.9787 -0.03 -0.06 -0.81 -0.034
H -0.6965 12.3718 23.2968 0.15 0.14 -0.31 0.057
H -0.6886 12.1901 24.7997 0.10 -0.06 0.64 -0.008
O -3.4828 4.8367 27.6963 0.45 -0.78 -0.21 -0.045
H -2.5562 4.9421 27.9119 0.23 -0.15 0.11 0.026
H -3.8990 5.6310 28.0312 -0.50 0.71 0.02 -0.023
O -4.4234 10.0704 24.8598 -0.16 -0.14 -1.45 -0.040
H -4.9232 10.8837 24.9305 -0.28 0.47 0.03 0.003
H -4.0786 9.9232 25.7405 0.02 -0.16 0.89 -0.014
O -0.8752 9.0459 29.6884 -0.09 -0.02 -0.06 -0.023
H -0.5285 8.9875 28.7982 0.19 0.15 -0.56 0.036
H -0.0992 9.1218 30.2437 0.17 0.05 0.26 0.070
O -3.7128 11.9067 28.7227 0.09 0.44 0.18 -0.004
H -3.5618 12.8372 28.5561 0.30 0.10 -0.08 0.039
H -4.5021 11.8848 29.2639 -0.30 -0.17 0.37 0.073
O -1.1912 12.5437 26.4550 0.11 -0.05 0.27 -0.026
H -1.9373 13.0818 26.1905 -0.42 0.57 -0.13 0.017
H -1.4403 12.1914 27.3095 0.15 -0.27 0.23 0.045
O -2.1269 9.4859 23.4169 -0.06 -0.86 -0.31 -0.050
H -1.6356 10.3058 23.4670 0.66 0.44 0.24 0.001
H -2.9090 9.6421 23.9461 -0.52 0.20 0.29 -0.017
O -8.0811 14.6814 25.7010 -0.08 -0.23 -0.42 -0.035
H -8.6080 15.1817 26.3242 -0.31 0.15 0.02 0.053
H -7.2371 14.5670 26.1378 0.26 0.20 0.28 -0.033
O -10.5163 11.6408 26.2057 -0.19 0.21 0.03 -0.040
H -9.7127 11.8071 25.7129 0.19 -0.04 -0.26 0.012
H -10.2147 11.3833 27.0768 -0.06 -0.19 0.22 0.023
O -4.1350 5.8811 25.0025 1.47 0.69 -0.16 -0.059
H -3.7600 5.0079 25.1169 -0.20 -0.28 0.16 0.030
H -5.0516 5.7210 24.7779 -1.40 -0.37 0.02 -0.023
O -7.1578 8.3284 20.8943 -0.15 -0.11 -0.65 -0.045
H -7.4847 9.0896 21.3737 -0.09 0.05 0.30 -0.027
H -6.3686 8.0667 21.3687 0.17 -0.27 0.23 -0.020
O -4.3451 10.1985 21.2578 -0.10 0.60 0.36 -0.025
H -4.7262 10.4960 22.0839 -0.29 0.22 0.19 0.038
H -3.6084 10.7905 21.1063 0.48 -0.04 -0.06 0.080
O -1.1607 5.8993 24.9270 0.31 0.21 0.46 -0.034
H -1.9526 5.5924 25.3684 -0.37 -0.15 0.03 -0.002
H -1.2830 5.6472 24.0117 -0.07 0.01 -0.41 0.063
O -7.6971 8.0801 24.4112 0.11 -0.48 0.24 -0.029
H -7.4041 8.8360 23.9022 -0.06 -0.01 -0.33 0.004
H -7.9107 8.4389 25.2725 -0.18 0.25 0.40 0.020
O -8.1775 10.2852 22.6338 -0.13 -0.06 0.36 -0.036
H -8.7373 10.7112 21.9846 -0.30 0.10 -0.12 0.068
H -7.5316 10.9516 22.8681 0.29 0.42 -0.20 0.017
O -7.1603 6.1207 27.6404 -0.52 -0.15 -0.27 -0.037
H -6.2894 6.3279 27.9794 0.54 0.23 0.31 -0.009
H -7.3719 5.2706 28.0260 -0.15 -0.21 0.20 0.049
O -4.4819 6.3934 20.5822 0.05 -0.71 -0.73 -0.057
H -4.5349 5.5227 20.9762 -0.08 -0.21 -0.02 0.054
H -4.4757 6.9941 21.3274 0.04 0.31 0.66 -0.027
O -6.7469 5.4808 24.8671 0.36 -0.87 -0.50 -0.045
H -7.0382 6.3916 24.8245 -0.47 0.83 -0.30 -0.002
H -6.8686 5.2325 25.7835 -0.08 0.15 0.41 0.019
O -6.0103 14.0919 27.5421 0.19 0.06 0.21 -0.023
H -6.5879 14.3272 28.2683 -0.36 0.01 0.27 0.088
H -5.1268 14.1830 27.8990 0.18 0.14 -0.07 0.038
O -7.0588 9.5256 30.3456 -0.09 0.52 0.18 -0.053
H -7.4366 8.6480 30.2871 -0.08 -0.26 -0.12 0.037
H -6.2476 9.4719 29.8404 0.24 -0.30 -0.15 0.004
O -3.2808 8.1775 30.6081 -0.63 -0.21 0.14 -0.034
H -2.4943 8.5088 30.1746 0.83 0.40 -0.07 -0.014
H -3.0040 7.3548 31.0115 0.08 -0.20 0.36 0.063
O -6.5263 12.4358 21.6647 -0.11 0.18 0.50 -0.039
H -6.8265 12.2490 20.7751 -0.05 -0.21 -0.34 0.059
H -5.6340 12.7638 21.5530 0.23 0.10 -0.06 0.042
O -7.5797 9.9894 26.8002 -0.26 -0.20 -0.07 -0.026
H -7.9101 10.7667 27.2507 -0.06 0.09 0.17 0.024
H -6.6354 10.1324 26.7364 0.42 0.00 -0.15 0.013
O -4.8776 7.8927 22.7385 -0.22 0.19 0.00 -0.026
H -4.6568 7.4635 23.5651 0.10 -0.41 0.45 0.040
H -4.5638 8.7910 22.8431 0.30 0.06 0.01 0.003
O -1.9153 7.9303 26.9399 -0.02 0.40 0.61 -0.014
H -1.8933 7.4719 26.0998 0.08 -0.18 -0.75 0.026
H -1.4082 7.3734 27.5305 0.15 -0.17 0.09 0.057
O -1.7003 7.8082 21.1510 0.55 -0.29 -0.06 -0.063
H -1.9863 8.2397 21.9560 -0.10 0.44 0.42 -0.033
H -2.4631 7.8466 20.5740 -0.34 -0.14 -0.46 -0.005
O -5.3217 15.6596 24.6217 0.39 -0.20 0.24 -0.029
H -6.0441 15.0615 24.4303 -0.28 -0.18 -0.19 0.020
H -5.6480 16.5211 24.3618 -0.02 0.28 -0.04 0.061

=====

no.,F_max (eV/A)
1,1.0
2,5.2
3,0.6
4,1.6